Computed, not measured: a 2-piece molecular cluster, C4H12 overall, with wB97M-V/def2-TZVPD.

Properties
Kohn-Sham gap (eV): 12.95
2S+1: 1
Relative energy (zero: lowest compared OMol25 entry of this formula, charge and spin) (kcal/mol): 1.35
SMILES: CC.CC
HOMO (eV): -11.83
Net charge: 0

Last column: natural (NBO) charge in e.
Positions of all 16 atoms, in Å:
H1 -0.0139 -1.6056 -1.4156  0.20
H2 -0.5395 -1.1844 0.2054  0.20
H3 -2.2222 -2.6103 -1.9076  0.20
H4 1.4698 2.8824 2.0047  0.20
H5 2.6005 1.5478 1.7901  0.20
C1 1.2683 1.8265 0.1048  -0.61
C2 1.5791 1.8779 1.6063  -0.61
H6 0.4176 2.4554 -0.1547  0.20
H7 2.1158 2.1680 -0.4917  0.20
H8 0.9261 1.2040 2.1583  0.20
H9 -1.2410 -0.3519 -1.2028  0.21
C3 -1.9603 -2.3894 -0.8703  -0.60
C4 -0.8790 -1.3040 -0.8287  -0.61
H10 -2.8891 -2.0126 -0.4292  0.20
H11 1.0421 0.8067 -0.1940  0.20
H12 -1.6742 -3.3103 -0.3751  0.20

---

Computed, not measured: one molecule with the formula C4H6O2, with wB97M-V/def2-TZVPD.

Properties
Kohn-Sham gap (spin up / spin down) (eV): 7.91 / 7.91
2S+1: 1
Relative energy (zero: lowest compared OMol25 entry of this formula, charge and spin) (kcal/mol): 81.38
HOMO (spin up / spin down) (eV): -7.89 / -7.89
Net charge: 0

Last column: natural (NBO) charge in e.
Positions of all 12 atoms, in Å:
C1 1.0712 -1.0638 0.1538  -0.28
H1 -2.8221 0.5990 0.2619  0.49
H2 0.8400 -1.9627 -0.4122  0.22
O1 -2.2080 0.9586 0.9225  -0.66
H3 -0.2426 0.7256 1.4574  0.18
H4 1.7909 0.9565 0.0591  0.23
C2 1.3189 0.1470 -0.5022  -0.48
C3 -0.9468 0.5269 0.6624  0.04
H5 1.5633 0.1342 -1.5626  0.25
C4 -0.4711 0.2064 -0.6055  0.42
O2 -0.9876 -0.0959 -1.6703  -0.64
H6 1.1766 -1.1607 1.2306  0.21

---

Computed, not measured: an isolated ion of composition C5H12NO2 and charge +2 in a non-equilibrium geometry, with wB97M-V/def2-TZVPD.

Properties
Kohn-Sham gap (spin up / spin down) (eV): 11.81 / 6.55
2S+1: 2
⟨S²⟩: 0.7565
Relative energy (zero: lowest compared OMol25 entry of this formula, charge and spin) (kcal/mol): 0.00
HOMO (spin up / spin down) (eV): -20.02 / -20.02
Net charge: +2

Last column: Löwdin spin population.
Positions of all 20 atoms, in Å:
H1 2.2267 2.2843 -2.1112  0.00
H2 -0.7720 0.1176 -1.7350  0.00
H3 0.9508 -2.7537 1.4227  0.00
N1 0.4298 -1.9958 1.8716  0.00
H4 -1.2038 0.6530 0.7379  0.00
C1 -0.5794 -1.4398 0.8752  0.01
H5 -0.0281 -2.4823 2.6531  0.00
H6 -2.2580 -2.2223 2.2683  0.00
C2 0.5974 1.6176 -1.3015  0.07
C3 0.0101 0.2158 -0.9632  0.08
O1 1.8302 1.4386 -1.7969  0.10
H7 -2.7881 -0.9762 1.2012  0.00
C4 -0.3478 0.0228 0.5069  0.00
H8 1.0756 -1.3266 2.2902  0.00
H9 0.7920 -0.4426 -1.3509  0.01
H10 -2.4347 -2.5104 0.6573  0.00
C5 -2.0198 -1.7435 1.3107  0.00
H11 -0.5222 -2.1412 0.0396  0.00
H12 0.4852 0.4484 1.0893  0.00
O2 0.1673 2.7349 -1.1384  0.73

---

Computed, not measured: C14H19IN7OV as an isolated structure in a non-equilibrium geometry, with wB97M-V/def2-TZVPD.

Properties
Kohn-Sham gap (spin up / spin down) (eV): 2.07 / 2.98
2S+1: 3
⟨S²⟩: 2.4835
HOMO (spin up / spin down) (eV): 2.33 / 1.41
Net charge: -2

Last column: Löwdin spin population.
Positions of all 43 atoms, in Å:
C1 2.9271 -3.0633 -0.2812  0.00
H1 -0.6380 1.7407 -2.1906  0.00
H2 -2.4174 1.6919 3.5066  0.00
H3 1.1221 0.0034 -2.6823  0.00
C2 1.2468 -1.5730 -0.5180  -0.01
H4 -0.6715 1.3969 3.3149  0.00
H5 0.1752 -3.0784 1.5666  0.00
H6 -1.8272 0.1768 2.7517  0.00
C3 3.1404 -2.3899 -1.4378  0.01
H7 3.4906 -3.8461 0.1942  0.00
N1 -1.7590 1.9329 1.5767  0.01
C4 1.2670 -3.0087 1.5550  0.00
C5 -2.2038 3.5654 0.1741  0.01
C6 -1.1336 2.6646 -1.8646  0.01
H8 2.8870 0.2555 -2.4667  0.00
H9 -0.4543 3.5185 -1.9972  0.00
C7 -2.9397 -1.1397 -3.7138  -0.24
O1 -2.4369 -2.1765 1.2302  0.03
C8 2.0987 -0.4936 -2.6288  0.01
H10 -2.7134 -0.4561 -4.5295  0.00
N2 -1.5175 2.5537 -0.4732  0.00
C9 2.8959 1.2681 4.1783  0.01
N3 0.9594 0.2732 1.4727  0.01
H11 1.7029 -3.9939 1.7571  0.00
N4 1.7606 -2.5637 0.2667  0.00
C10 -1.2546 1.5219 0.3782  0.01
C11 -2.3264 3.1893 1.4689  0.00
N5 2.7592 0.5529 3.0848  0.03
C12 -1.5976 -1.4559 0.8049  0.02
H12 -2.9361 -2.1731 -4.0494  -0.01
C13 -1.6578 1.2523 2.8536  0.01
H13 -2.5335 4.4616 -0.3218  0.00
H14 2.2925 -1.0014 -3.5807  0.01
I1 -1.2217 -1.0197 -2.2643  0.34
H15 -3.8575 -0.8729 -3.1946  -0.01
H16 3.9323 -2.4801 -2.1596  0.00
N6 2.1120 -1.4690 -1.5586  -0.01
H17 1.5789 -2.3199 2.3531  0.00
H18 -2.0225 2.8453 -2.4857  0.01
H19 -2.7783 3.6934 2.3099  0.00
C14 1.7670 0.4862 2.3110  0.06
V1 -0.3322 -0.3376 0.1273  1.67
N7 3.1153 1.8679 5.1617  0.01

---

Computed, not measured: one molecule with the formula C14H18N2O5 in a non-equilibrium geometry, with wB97M-V/def2-TZVPD.

Properties
Kohn-Sham gap (eV): 9.37
2S+1: 1
Relative energy (zero: lowest compared OMol25 entry of this formula, charge and spin) (kcal/mol): 153.86
SMILES: N[C@@H](Cc1ccccc1)C(=O)N[C@@H](CCC(=O)O)C(=O)O
HOMO (eV): -9.07
Net charge: 0

Last column: natural (NBO) charge in e.
Positions of all 39 atoms, in Å:
O1 5.1586 -1.8107 0.1476  -0.57
H1 3.6000 0.0222 -1.9017  0.25
H2 3.8347 2.4246 0.8735  0.48
H3 4.1541 0.8796 0.4203  0.19
H4 -2.1318 1.6059 0.5555  0.22
C1 -4.6687 -0.8401 0.5084  -0.19
C2 -3.6526 0.1015 0.2292  -0.02
H5 -1.7540 -1.6006 2.7243  0.40
C3 3.4117 -0.5532 -1.0921  -0.52
H6 -5.1007 1.2879 -2.8920  0.24
H7 2.5219 -1.1414 -1.4936  0.26
H8 -2.5249 0.7134 1.9064  0.21
H9 -4.5807 -1.4914 1.3509  0.22
H10 5.1330 -3.1936 -2.0121  0.50
H11 -1.2380 -0.8266 -0.2853  0.24
C4 -5.0681 0.6759 -1.8539  -0.23
O2 1.7168 2.4684 -1.1525  -0.57
H12 2.3155 1.4334 1.9652  0.25
C5 -0.0385 -0.0897 1.2882  0.67
C6 3.1666 0.1775 0.3026  -0.40
H13 -6.5693 -2.0071 -0.1694  0.22
C7 -1.2948 -0.5691 0.8501  -0.15
C8 -6.0071 -0.2979 -1.3776  -0.23
O3 4.5121 -2.5080 -1.9381  -0.74
H14 -1.2937 -2.5394 1.3928  0.38
H15 0.2719 1.4607 -0.2671  0.44
H16 -7.0072 -0.3128 -1.8965  0.21
C9 2.2869 2.2419 -0.1425  0.78
N1 0.7270 0.7557 0.3658  -0.67
H17 3.1897 -0.6538 1.1247  0.27
N2 -1.7641 -1.5897 1.6268  -0.85
H18 -3.0172 1.2722 -1.2886  0.19
C10 -3.9109 0.6616 -1.1102  -0.21
C11 -5.8189 -1.0394 -0.3395  -0.21
C12 -2.4098 0.6271 0.9213  -0.40
O4 3.2582 3.0597 0.3218  -0.67
C13 2.1009 1.0746 0.7490  -0.16
C14 4.5004 -1.5589 -0.8722  0.81
O5 0.5885 -0.6053 2.3188  -0.63

---

Computed, not measured: one molecule with the formula C14H26N2O2 in a non-equilibrium geometry, with wB97M-V/def2-TZVPD.

Properties
Kohn-Sham gap (eV): 9.75
2S+1: 1
Relative energy (zero: lowest compared OMol25 entry of this formula, charge and spin) (kcal/mol): 78.58
SMILES: CCC(=O)N1[C@@H]2CC[C@H]1CN(CCC(C)(C)O)C2
HOMO (eV): -9.04
Net charge: 0

Last column: natural (NBO) charge in e.
Positions of all 44 atoms, in Å:
C1 -0.9212 -3.1793 -0.4556  0.69
H1 1.7764 -0.4050 -2.5593  0.21
C2 0.7729 -0.5095 0.0629  -0.24
N1 -0.4455 -2.2169 -1.2953  -0.46
O1 1.0692 2.8603 -0.4805  -0.79
C3 -1.5435 0.0920 -0.6592  -0.22
H2 -1.9722 0.9233 -1.1966  0.20
C4 0.0201 -4.0298 0.4219  -0.51
H3 1.5322 -2.3102 -0.7671  0.21
C5 0.8134 -1.5933 -1.0327  -0.05
H4 0.7996 -3.4473 0.9445  0.21
H5 -1.2311 -4.1230 2.2920  0.21
H6 -2.1333 -1.4549 -2.1387  0.23
H7 1.4548 1.5868 1.6381  0.20
H8 1.8282 4.2620 2.4911  0.22
C6 0.7950 3.3511 0.8450  0.25
H9 -2.3151 -0.2760 0.0859  0.19
H10 -1.2248 3.6658 0.0722  0.20
C7 1.8765 4.1767 1.3733  -0.62
H11 -0.6315 0.5542 -3.0578  0.21
C8 0.5747 2.1182 1.6473  -0.42
H12 1.9147 5.1221 0.8965  0.22
H13 2.9090 3.7337 1.1343  0.22
H14 -1.4949 -5.4758 1.2494  0.22
C9 -0.7667 -4.7854 1.5813  -0.59
H15 1.6871 -0.0004 0.0075  0.22
H16 0.6670 -1.1313 0.9608  0.18
H17 -0.0351 -5.4538 2.1054  0.20
H18 -0.9693 4.3120 1.6803  0.19
C10 -0.5741 1.1423 1.1527  -0.19
H19 -0.6450 0.2697 1.9640  0.17
N2 -0.2977 0.5360 -0.0915  -0.49
H20 -0.7768 -0.9860 -3.8886  0.22
H21 0.4713 2.0972 -0.7677  0.50
C11 -1.2266 -1.0785 -1.7177  -0.05
C12 1.0001 -1.0913 -2.4666  -0.40
H22 -0.3266 5.1915 0.3829  0.21
C13 -0.5387 4.2106 0.7375  -0.62
O2 -2.0661 -3.4814 -0.5716  -0.59
C14 -0.4274 -0.5656 -2.9213  -0.41
H23 1.1443 -2.0063 -3.0918  0.22
H24 0.5874 -4.7553 -0.1935  0.23
H25 0.3682 2.4715 2.5709  0.20
H26 -1.4985 1.6796 1.0554  0.20

---

| no. | total energy (a.u.) |
| --- | --- |
| 1 | -159.58282 |
| 2 | -306.37662 |
| 3 | -402.19277 |
| 4 | -2244.92366 |
| 5 | -1029.83307 |
| 6 | -808.97704 |